Molecular formula: C18H32BrNO6
Method: DFT, ωB97M-V with the def2-TZVPD basis set

```
58
Properties=species:S:1:pos:R:3:nbo_charge:R:1
C -2.321 -3.622 2.649 -0.6109
C -0.819 -3.850 2.456 -0.4012
C 0.083 -2.598 2.588 -0.4045
C -0.602 -1.250 2.398 -0.3782
C -0.880 -0.951 0.916 -0.4309
C -1.764 0.294 0.763 -0.4825
C -1.486 1.226 -0.406 0.5467
O -0.758 2.355 -0.011 -0.5352
C 0.513 2.169 0.586 -0.0742
C 0.739 3.207 1.678 0.0765
C 1.925 2.760 2.532 -0.6392
O -0.449 3.359 2.433 -0.7048
O -2.744 1.828 -0.858 -0.5118
C -2.399 2.503 -1.983 0.9802
O -2.945 3.455 -2.433 -0.5561
O -1.332 1.889 -2.569 -0.5196
C -1.040 0.692 -1.800 0.2697
C 0.417 0.256 -1.940 -0.4706
C 1.165 0.815 -3.169 -0.3972
C 2.664 1.017 -2.889 -0.3903
C 3.452 -0.269 -2.666 -0.2178
N 3.368 -0.707 -1.271 -0.8481
C -1.964 -0.347 -2.486 -0.5703
C -2.042 -1.736 -1.925 0.5716
O -1.247 -2.599 -2.060 -0.4956
Br -3.747 -2.169 -1.029 -0.0669
H -2.502 -3.035 3.548 0.1976
H -2.821 -4.581 2.770 0.2142
H -2.753 -3.091 1.803 0.2044
H -0.644 -4.344 1.500 0.2016
H -0.507 -4.571 3.214 0.2012
H 0.622 -2.634 3.534 0.2045
H 0.853 -2.662 1.813 0.2015
H 0.078 -0.470 2.763 0.1927
H -1.513 -1.148 2.986 0.2026
H -1.365 -1.833 0.502 0.2166
H 0.089 -0.832 0.435 0.2102
H -1.626 0.912 1.653 0.2441
H -2.821 0.044 0.732 0.2513
H 1.292 2.301 -0.171 0.1766
H 0.635 1.171 1.013 0.1753
H 0.997 4.158 1.201 0.1653
H 2.414 3.593 3.027 0.2226
H 1.569 2.023 3.255 0.2085
H 2.646 2.238 1.901 0.2143
H -0.223 3.353 3.366 0.4702
H 0.447 -0.831 -1.998 0.2410
H 0.987 0.497 -1.052 0.2319
H 1.100 0.082 -3.974 0.1989
H 0.752 1.766 -3.488 0.2317
H 3.104 1.588 -3.707 0.2150
H 2.765 1.652 -2.001 0.1842
H 3.057 -1.051 -3.315 0.1864
H 4.492 -0.093 -2.965 0.1671
H 3.646 0.038 -0.649 0.3500
H 3.941 -1.520 -1.106 0.3642
H -1.527 -0.475 -3.479 0.2592
H -2.973 0.029 -2.615 0.2569
```

Its HOMO-LUMO gap is 0.3681 hartree. Its SMILES is CCCCCC[C@]1(OC[C@H](C)O)OC(=O)O[C@]1(CCCCN)CC(=O)Br. The LUMO energy is 0.433 eV. The HOMO energy is -9.58 eV. The total energy is -3785.274468 a.u.

---

Molecular formula: C4H13NO
Method: DFT, ωB97M-V with the def2-TZVPD basis set

```
19
Properties=species:S:1:pos:R:3:nbo_charge:R:1
C -1.234 -2.610 -0.760 -0.6364
C -0.450 -1.632 -1.628 -0.1991
N -0.270 -0.354 -0.853 -0.6880
C 0.463 0.869 -0.764 -0.1885
C -0.328 2.197 -1.228 -0.6365
H -2.358 -2.587 -0.627 0.2198
H -0.933 -3.547 -1.247 0.2145
H -0.689 -2.613 0.243 0.2183
H -1.022 -1.190 -2.501 0.1889
H 0.495 -2.081 -1.857 0.1921
H -1.175 -0.275 -0.274 0.3326
H 1.322 0.681 -1.408 0.1837
H 0.866 1.000 0.234 0.1740
H 0.368 2.755 -1.802 0.2127
H -0.841 2.672 -0.347 0.2072
H -1.140 1.846 -1.966 0.2047
O 1.718 1.384 4.387 -0.9388
H 1.675 0.358 4.829 0.4695
H 0.869 1.432 3.885 0.4694
```

Its relative energy (zero: lowest compared OMol25 entry of this formula, charge and spin) is 61.9 kcal/mol. Its HOMO-LUMO gap is 0.3095 hartree. Its SMILES is CCNCC.O. The LUMO energy is 0.665 eV. The HOMO energy is -7.76 eV. The total energy is -290.098331 a.u.

---

Molecular formula: C34H30BrN7O4Pd
Method: DFT, ωB97M-V with the def2-TZVPD basis set

```
77
Properties=species:S:1:pos:R:3:mulliken_charge:R:1
Pd 1.171 0.568 -0.064 0.1339
Br -7.234 0.113 6.898 -0.2490
C -5.856 -1.073 6.325 0.1473
C -5.514 -1.125 4.980 -0.6127
C -4.512 -1.979 4.566 0.2580
C -3.839 -2.802 5.483 -0.0104
C -4.222 -2.742 6.824 -0.2687
C -5.218 -1.876 7.251 -0.5087
N -2.964 -3.826 5.071 -1.0393
N -2.009 -3.643 4.251 -0.1332
C -1.456 -2.446 3.915 -0.1628
C -1.518 -1.255 4.673 -0.1669
C -0.849 -0.125 4.316 -0.7760
C -0.033 -0.030 3.125 0.2467
O 0.574 1.002 2.837 -0.6837
C 0.045 -1.275 2.308 -0.3760
N 0.785 -1.237 1.174 -0.6830
C 0.975 -2.349 0.488 -0.1511
C 0.399 -3.566 0.870 -0.8055
C -0.407 -3.612 1.974 -0.2894
C -0.601 -2.447 2.744 1.7373
H -6.026 -0.496 4.263 0.4028
H -4.228 -2.012 3.521 0.3661
H -3.723 -3.393 7.530 0.3558
H -5.497 -1.830 8.295 0.3868
H -2.068 -1.251 5.604 0.3879
H -0.871 0.755 4.948 0.4331
H 1.609 -2.262 -0.388 0.4850
H 0.585 -4.450 0.273 0.4213
H -0.896 -4.525 2.286 0.4647
O 1.590 -0.221 -3.306 -0.5938
C 2.941 -0.447 -3.639 2.4177
C 3.733 -0.893 -2.339 0.2893
O 4.940 -1.134 -2.475 -0.7916
O 3.030 -0.938 -1.301 -0.4156
C 2.982 -1.512 -4.736 -0.5442
C 1.866 -1.655 -5.561 -0.4556
C 1.851 -2.584 -6.590 -0.6301
C 2.953 -3.399 -6.816 -0.3092
C 4.065 -3.269 -5.997 -0.8133
C 4.083 -2.334 -4.968 -0.1817
C 3.572 0.866 -4.112 -0.6984
C 3.083 2.060 -3.584 -0.5844
C 3.655 3.272 -3.940 -0.6555
C 4.719 3.316 -4.832 -0.2917
C 5.212 2.130 -5.357 -0.8017
C 4.645 0.915 -4.996 -0.0915
H 1.562 -0.307 -2.328 0.0407
H 1.002 -1.033 -5.368 0.4423
H 0.970 -2.677 -7.215 0.3544
H 2.941 -4.130 -7.617 0.3581
H 4.929 -3.904 -6.153 0.3647
H 4.939 -2.235 -4.315 0.5478
H 2.260 2.034 -2.882 0.7009
H 3.268 4.186 -3.504 0.4262
H 5.165 4.265 -5.109 0.3510
H 6.048 2.147 -6.048 0.3553
H 5.048 -0.004 -5.401 0.3702
C -3.408 2.804 -0.234 -1.4898
C -2.948 3.234 1.155 0.6271
C -2.809 4.751 1.242 -1.5388
C -1.650 2.536 1.564 -1.2991
N -0.527 2.867 0.719 1.0059
C 0.580 3.580 0.990 0.0479
N 1.476 3.426 0.068 -0.7021
N 0.930 2.519 -0.838 -0.1082
N -0.276 2.133 -0.411 -0.8812
H -4.364 3.268 -0.487 0.4287
H -3.522 1.720 -0.291 0.3561
H -2.671 3.087 -0.988 0.3181
H -3.700 2.913 1.886 0.3554
H -2.050 5.103 0.540 0.3199
H -2.511 5.067 2.245 0.3257
H -3.751 5.246 0.996 0.4436
H -1.763 1.451 1.530 0.3016
H -1.374 2.793 2.587 0.5808
H 0.687 4.182 1.877 0.4377
```

Its relative energy (zero: lowest compared OMol25 entry of this formula, charge and spin) is 0.0 kcal/mol. Its HOMO-LUMO gap is 0.1837 hartree. The LUMO energy is 3.428 eV. The HOMO energy is -1.57 eV. The total energy is -4699.785695 a.u. Its charge is -2.

---

Molecular formula: C21H36P2SeSn
Method: DFT, ωB97M-V with the def2-TZVPD basis set

```
61
Properties=species:S:1:pos:R:3:nbo_charge:R:1
P 0.325 -1.794 0.574 0.9915
P 0.121 1.598 0.689 1.1074
C 0.024 -0.765 -0.918 -0.7289
C 0.544 0.684 -0.863 -0.7362
H -1.062 -0.785 -1.085 0.2653
H 0.485 -1.298 -1.762 0.2961
H 1.641 0.706 -0.946 0.2600
H 0.137 1.254 -1.711 0.3022
C -1.557 2.257 0.397 -0.9594
H -1.862 2.873 1.255 0.2901
H -2.280 1.436 0.301 0.2692
H -1.581 2.864 -0.521 0.2859
C 1.235 3.024 0.881 -0.9574
H 1.233 3.659 -0.016 0.2814
H 2.255 2.664 1.074 0.2680
H 0.904 3.617 1.747 0.2797
C -0.761 -3.235 0.619 -0.9490
H -0.486 -3.899 1.452 0.2784
H -0.668 -3.785 -0.328 0.2799
H -1.801 -2.910 0.766 0.2777
C 2.032 -2.402 0.411 -0.9543
H 2.752 -1.575 0.459 0.2607
H 2.141 -2.917 -0.552 0.2771
H 2.260 -3.106 1.223 0.2723
Sn 0.260 -0.278 2.629 0.9298
C 0.740 1.562 -4.664 -0.1897
C -0.567 1.613 -4.412 -0.1956
C -1.659 0.824 -5.077 -0.4375
C -1.238 -0.516 -5.726 -0.4542
C -0.556 -1.480 -4.798 -0.1817
C 0.753 -1.551 -4.498 -0.2020
C 1.862 -0.716 -5.064 -0.4379
C 1.463 0.665 -5.634 -0.4523
C 0.350 -1.881 4.149 -0.8574
H 1.396 2.291 -4.165 0.1995
H -0.937 2.387 -3.727 0.1895
H -2.145 1.436 -5.858 0.2416
H -2.448 0.627 -4.334 0.2024
H -2.164 -1.002 -6.076 0.2322
H -0.649 -0.308 -6.626 0.2208
H -1.222 -2.241 -4.374 0.2019
H 1.090 -2.370 -3.856 0.1877
H 2.378 -1.272 -5.868 0.2417
H 2.622 -0.572 -4.280 0.1977
H 2.399 1.173 -5.918 0.2310
H 0.905 0.520 -6.566 0.2218
H 0.990 -1.558 4.982 0.2633
H 0.769 -2.761 3.647 0.2311
H -0.657 -2.090 4.531 0.2743
Se -2.102 0.578 3.569 -0.0050
C -1.398 0.796 5.329 -0.2246
C -1.918 -0.009 6.367 -0.2335
C -1.291 -0.034 7.612 -0.1846
C -0.186 0.789 7.866 -0.1779
C 0.310 1.615 6.852 -0.1983
C -0.302 1.640 5.599 -0.2598
H -2.790 -0.630 6.163 0.2354
H -1.659 -0.705 8.388 0.2426
H 0.296 0.772 8.847 0.2435
H 1.189 2.235 7.037 0.2374
H 0.084 2.283 4.807 0.2093
```

Its relative energy (zero: lowest compared OMol25 entry of this formula, charge and spin) is 0.0 kcal/mol. Its HOMO-LUMO gap is 0.1799 hartree. The LUMO energy is -8.679 eV. The HOMO energy is -13.57 eV. The total energy is -4119.592020 a.u. Its charge is +2.